[1]
{"formula": "C8H20N3", "method": "ωB97M-V/def2-TZVPD", "symbols": ["C", "C", "C", "C", "C", "C", "C", "C", "N", "N", "N", "H", "H", "H", "H", "H", "H", "H", "H", "H", "H", "H", "H", "H", "H", "H", "H", "H", "H", "H", "H"], "positions_angstrom": [[0.14916, 0.61819, -2.69149], [-1.16713, 0.69710, -1.89239], [1.28315, 1.08461, -1.63651], [1.07266, -2.43718, 0.70946], [-1.38763, -1.83786, 1.28317], [2.11091, 0.38348, 0.35517], [-0.71757, 2.17035, 1.46464], [0.02640, -1.31940, 0.96662], [-1.15566, -0.27514, -0.85853], [1.13923, 0.30760, -0.44234], [0.02445, -0.28228, -0.11509], [0.27457, -0.39071, -3.07283], [0.06433, 1.11451, -3.64573], [-1.27434, 1.71796, -1.57976], [-1.95224, 0.52249, -2.58774], [2.24917, 0.86403, -1.94212], [1.02600, 2.24841, -1.39383], [2.09979, -2.02254, 0.80580], [1.03315, -3.11620, 1.66375], [1.23624, -2.78379, -0.34701], [-2.15195, -1.13899, 1.67433], [-1.21292, -2.41652, 2.17120], [-1.74137, -2.45202, 0.33659], [-0.92052, 2.55926, 2.48688], [2.08960, 0.03996, 1.36611], [3.19585, 0.75381, 0.09011], [0.37430, 1.78136, 1.24318], [-1.43080, 1.39732, 0.99604], [-1.00071, 3.06316, 0.87483], [0.41711, -0.82907, 1.92630], [-1.35553, -1.12302, -1.21380]], "forces_ev_per_a": [[0.5414, -0.0479, 1.2491], [1.5307, 0.5358, -1.7301], [-4.2736, 2.5326, -2.7500], [1.3325, 0.2771, 1.0813], [-0.0702, -0.5626, -1.7541], [5.0247, 0.5465, 1.7649], [0.0163, -0.5144, -1.5751], [0.8133, 1.0406, 1.3647], [0.2178, 4.1333, 1.4346], [-0.2752, 0.0924, -0.3449], [-1.5476, -2.0897, 1.4809], [0.4053, -0.5708, 0.5704], [0.4585, 1.1995, 0.1557], [-0.2439, 0.4572, 0.8126], [-0.9820, -0.4743, -0.1880], [1.7750, 0.3482, -0.8724], [1.0649, -2.8899, -0.4476], [-0.4923, 0.1429, 0.3894], [-0.1642, 0.4841, -2.5095], [-1.2993, -0.6742, 1.1018], [0.5842, 0.1764, -1.0081], [-0.0430, -1.1484, 0.0119], [0.2731, 0.9235, 2.4512], [0.2954, -1.2046, -0.4599], [-0.4561, -0.3849, 0.1715], [-2.8215, -0.3349, -0.1100], [-2.1903, 1.3807, 0.8783], [0.8326, 0.9275, 1.5934], [0.8515, -0.2410, -0.1486], [-0.7735, -0.2934, -1.2100], [-0.3844, -3.7674, -1.4035]], "mulliken_charge": [-0.81, -0.77, -0.66, -1.08, -1.26, -0.36, -0.73, -0.18, -0.53, 0.07, 1.16, 0.35, 0.43, 0.29, 0.42, 0.53, 0.24, 0.41, 0.32, 0.31, 0.33, 0.45, 0.29, 0.32, 0.33, 0.26, 0.07, 0.10, 0.29, 0.18, 0.21], "de_lowest_kcal_mol": 145.0, "mol_weight_g_mol": 158.27, "total_charge": 1, "homo_lumo_gap_ev": 8.71, "largest_force_ev_per_a": 5.7}



[2]
{"formula": "C5H15NO", "method": "ωB97M-V/def2-TZVPD", "symbols": ["C", "N", "C", "C", "C", "C", "H", "H", "H", "H", "H", "H", "H", "H", "H", "H", "H", "H", "H", "H", "H", "O"], "positions_angstrom": [[0.42810, -0.35493, 1.02913], [-0.72592, 0.30873, 0.43329], [-0.26859, 1.07649, -0.72907], [-1.42781, 1.59577, -1.57091], [-1.72806, -0.69950, 0.08191], [1.35437, 0.66206, 1.69365], [1.06357, -0.97485, 0.39081], [-0.01237, -1.02042, 1.78204], [0.42021, 0.43301, -1.31236], [0.36361, 1.94347, -0.51332], [-1.21954, 2.49326, -2.15483], [-1.97275, 0.86407, -2.15422], [-2.10193, 2.06060, -0.83198], [-2.08025, -1.09329, 1.03406], [-1.35029, -1.55415, -0.50485], [-2.59594, -0.26454, -0.40159], [2.07045, 1.08500, 0.98534], [0.75383, 1.43477, 2.16098], [1.88176, 0.21270, 2.53985], [2.85187, -3.00332, -1.23930], [2.00414, -2.15615, -0.25491], [2.29155, -3.04879, -0.46373]], "forces_ev_per_a": [[-0.4554, 0.5823, 1.6070], [0.7673, -0.1355, -0.9874], [0.2146, -0.2456, -1.2751], [-0.5141, 1.1196, 1.0460], [0.0010, -0.0413, 0.6026], [-0.0623, -0.2897, 0.4787], [-0.5181, -0.0028, -0.6260], [0.3919, 0.0031, 0.0151], [-0.2652, -0.0164, -0.2732], [-0.2291, -0.1543, 0.8054], [0.6252, -0.4281, -0.4577], [0.0693, -0.0653, -0.1043], [-0.2968, -0.5148, -0.1231], [-0.0974, -0.2305, 0.0051], [0.0684, 0.2678, -0.1321], [0.0716, 0.0747, -0.1242], [-0.0718, 0.0753, 0.2064], [-0.1077, 0.3662, -0.2200], [0.2712, -0.1529, -0.3328], [0.0566, 0.1981, -0.1116], [0.1741, -0.0316, -0.2248], [-0.0932, -0.3781, 0.2261]], "mulliken_charge": [0.86, -0.13, -0.27, -1.39, -1.10, -1.37, -0.65, 0.57, 0.29, 0.35, 0.39, 0.31, 0.39, 0.40, 0.32, 0.36, 0.33, 0.37, 0.41, 0.26, 0.01, -0.69], "de_lowest_kcal_mol": 30.0, "smiles": "CCN(C)CC.O", "mol_weight_g_mol": 105.18, "homo_lumo_gap_ev": 9.73, "largest_force_ev_per_a": 1.8}



[3]
{"formula": "C5H10NO2", "method": "ωB97M-V/def2-TZVPD", "symbols": ["C", "N", "C", "C", "C", "C", "O", "O", "H", "H", "H", "H", "H", "H", "H", "H", "H", "H"], "positions_angstrom": [[0.78253, 1.43667, 0.95884], [0.11258, 0.31490, 0.65630], [-0.87636, -0.12463, 1.61994], [1.42708, -0.54736, -1.20266], [0.05098, -0.14956, -0.74673], [-0.90581, -1.41464, -0.87747], [-2.19093, -1.21024, -0.64902], [1.52333, 2.06517, 0.21581], [0.64816, 1.79963, 1.99517], [-0.77625, -1.16202, 1.92907], [-0.93168, 0.56383, 2.45420], [-1.86055, -0.09761, 1.15408], [1.91104, -1.10887, -0.40878], [2.06799, 0.26516, -1.53323], [1.33977, -1.29157, -2.00467], [-0.45602, 0.62001, -1.34359], [-0.67977, -1.72555, -1.93604], [-0.34543, -2.14502, -0.21832]], "forces_ev_per_a": [[0.4193, 0.0971, -0.2152], [-0.1437, 0.5668, 0.3612], [-1.1833, -0.0688, -0.3217], [0.3363, -0.4565, -0.5839], [-0.8341, -0.4963, 0.2409], [0.5533, 0.6850, -0.2793], [-0.2251, -0.0871, 0.2521], [0.0823, 0.1555, -0.2236], [-0.1795, -0.2800, 0.0585], [0.4238, -0.0180, 0.1735], [0.4497, -0.0312, 0.3891], [-0.0404, -0.0987, -0.2436], [0.2438, 0.1724, 0.3144], [0.0140, 0.0639, 0.1304], [-0.0750, 0.2789, -0.1739], [0.4270, 0.0992, -0.0040], [0.0523, -0.2156, 0.1686], [-0.3207, -0.3666, -0.0434]], "mulliken_charge": [0.03, 0.21, -1.05, -1.46, 0.38, -0.79, -0.85, -0.61, 0.27, 0.23, 0.39, 0.38, 0.38, 0.29, 0.42, 0.29, 0.24, 0.24], "de_lowest_kcal_mol": 49.6, "smiles": "C[C@@H](C[O-])N(C)C=O", "mol_weight_g_mol": 116.14, "total_charge": -1, "homo_lumo_gap_ev": 6.77, "largest_force_ev_per_a": 1.2}